w.
{"formula": "C4H12S2", "method": "the ωB97M-V functional and the def2-TZVPD basis", "elements": ["C", "C", "S", "H", "H", "H", "H", "H", "H", "C", "C", "S", "H", "H", "H", "H", "H", "H"], "xyz": [[2.83267, -1.60569, 0.37512], [1.99861, -0.45983, -0.33603], [2.60669, 0.43509, -1.89508], [2.96228, -2.50449, -0.18491], [3.88710, -1.34019, 0.75278], [2.30525, -1.58062, 1.47902], [1.81403, 0.32643, 0.43861], [1.07657, -1.12971, -0.47806], [3.18220, -0.60077, -2.48900], [-3.07713, 1.21779, 1.36333], [-2.70506, 0.98861, -0.17376], [-1.00123, 0.35444, -0.90640], [-2.57505, 0.35293, 1.97267], [-2.93971, 2.29756, 1.82713], [-4.09421, 0.96311, 1.49725], [-2.84073, 1.87371, -0.91574], [-3.38938, 0.29519, -0.58991], [-0.04289, 0.11645, -1.73702]], "lowdin_charge": [-0.183, -0.650, 0.642, 0.037, 0.071, 0.122, 0.058, 0.024, -0.177, -0.128, -0.483, 0.590, 0.101, 0.107, 0.031, 0.071, 0.016, -0.249], "charge": 0, "smiles": "CCS.CCS", "orbital_gap_ev": 8.135, "homo_ev": -8.44}

x.
{"formula": "C4H12S2", "method": "the ωB97M-V functional and the def2-TZVPD basis", "elements": ["C", "C", "S", "H", "H", "H", "H", "H", "H", "C", "S", "C", "H", "H", "H", "H", "H", "H"], "xyz": [[-3.05994, 2.14388, 0.48714], [-2.15374, 1.13138, 1.14250], [-0.77898, 0.71144, -0.07452], [-2.46655, 2.97933, 0.11734], [-3.68747, 2.59031, 1.26964], [-3.75488, 1.64293, -0.18703], [-1.56764, 1.49717, 1.98957], [-2.61277, 0.23989, 1.55838], [-1.03474, -0.57088, -0.35598], [3.25278, -0.64348, 0.44982], [2.36588, -2.17474, -0.12356], [1.42341, -2.02639, -1.69419], [3.69886, -0.29248, -0.48359], [3.97607, -1.07797, 1.12320], [2.55231, 0.03157, 0.90555], [1.16358, -3.04547, -1.96822], [0.53043, -1.40440, -1.70652], [2.15339, -1.73207, -2.44954]], "lowdin_charge": [-0.202, -0.569, 0.659, 0.064, 0.069, 0.073, 0.049, 0.067, -0.172, -0.380, 0.686, -0.425, 0.026, 0.016, 0.003, 0.023, -0.014, 0.024], "charge": 0, "smiles": "CCS.CSC", "orbital_gap_ev": 9.239, "homo_ev": -8.31}

If you had to bet on the most stable structure above, which would it be? Bet on x.